Entry from OMol25: 2 unconnected molecules or ions with the total composition C4H13N3 at a distorted geometry (ωB97M-V/def2-TZVPD).

* energy relative to the best compared isomer or geometry (same formula, charge and spin): 54.57 kcal/mol
* charge: +2
* HOMO level: -0.7126 Ha
* Kohn-Sham gap: 11.25 eV

CARTESIAN COORDINATES (ANGSTROEM)
C: 2.443 0.069 -0.175
C: -1.810 1.380 -0.379
C: -2.135 -0.899 -0.907
C: -1.449 -0.224 1.326
N: 2.781 1.315 -0.166
N: 3.286 -0.927 -0.015
N: -1.740 0.162 -0.051
H: -1.555 2.112 0.283
H: 1.441 -0.041 -0.402
H: -1.925 1.580 -1.472
H: -3.112 -1.265 -0.719
H: -2.285 -0.825 -2.010
H: -1.578 -1.899 -0.622
H: -1.298 -1.304 1.460
H: -0.621 0.192 1.661
H: -2.413 0.084 1.852
H: 3.735 1.453 0.164
H: 2.224 2.138 -0.244
H: 4.272 -0.752 0.178
H: 2.897 -1.865 0.045

Atomic partial charges in e from the Löwdin method, atoms 1 to 6:
1. C -0.179
2. C 0.204
3. C -0.026
4. C 0.031
5. N 0.217
6. N 0.222

=====

Entry from OMol25: a single C4H13N3O molecule at a distorted geometry (ωB97M-V/def2-TZVPD).

* energy relative to the best compared isomer or geometry (same formula, charge and spin): 92.14 kcal/mol
* HOMO level: -0.3091 Ha
* Kohn-Sham gap: 9.47 eV
* SMILES string: NCNCCNCO

CARTESIAN COORDINATES (ANGSTROEM)
N: 1.611 -2.750 -2.035
C: 1.916 -2.133 -0.624
N: 1.436 -0.752 -0.562
C: 0.680 -0.294 0.606
C: -0.880 0.179 0.622
N: -0.997 1.643 0.580
C: -2.453 2.197 0.710
O: -2.202 3.529 1.170
H: 2.324 -3.244 -2.562
H: 1.616 -1.879 -2.629
H: 2.978 -2.247 -0.329
H: 1.261 -2.790 0.069
H: 1.447 -0.186 -1.430
H: 1.144 0.607 0.977
H: 0.850 -0.932 1.351
H: -1.277 -0.162 1.613
H: -1.271 -0.335 -0.201
H: -0.735 2.061 -0.351
H: -3.085 1.735 1.438
H: -2.936 2.353 -0.329
H: -1.429 3.398 1.914

Atomic partial charges in e from the Löwdin method, atoms 1 to 6:
1. N -0.028
2. C -0.271
3. N -0.095
4. C -0.191
5. C -0.198
6. N -0.078

=====

Entry from OMol25: 2 unconnected molecules or ions with the total composition C4H13N3O at a distorted geometry (ωB97M-V/def2-TZVPD).

* energy relative to the best compared isomer or geometry (same formula, charge and spin): 38.58 kcal/mol
* HOMO level: -0.3201 Ha
* Kohn-Sham gap: 9.29 eV
* SMILES string: N/C=N\CCCN.O

CARTESIAN COORDINATES (ANGSTROEM)
N: -1.627 -1.622 -0.799
C: -1.518 -0.795 -1.907
N: -0.783 0.214 -2.055
C: 0.164 0.662 -1.025
C: 1.284 -0.342 -0.687
C: 1.758 -0.199 0.762
N: 1.850 1.148 1.310
H: -2.043 -2.521 -0.948
H: -1.439 -1.310 0.136
H: -2.186 -1.028 -2.736
H: 0.578 1.603 -1.387
H: -0.460 0.841 -0.149
H: 2.095 -0.183 -1.398
H: 0.843 -1.330 -0.834
H: 2.725 -0.670 0.872
H: 1.065 -0.725 1.415
H: 1.012 1.693 1.178
H: 2.670 1.664 1.032
O: -0.995 0.711 2.903
H: -0.771 1.310 3.620
H: -1.920 0.471 3.023

Atomic partial charges in e from the Löwdin method, atoms 1 to 6:
1. N 0.085
2. C -0.320
3. N 0.005
4. C -0.247
5. C -0.191
6. C -0.291

=====

Entry from OMol25: a single C4H13N3O molecule at a distorted geometry (ωB97M-V/def2-TZVPD).

* energy relative to the best compared isomer or geometry (same formula, charge and spin): 55.23 kcal/mol
* HOMO level: -0.3082 Ha
* Kohn-Sham gap: 9.37 eV
* SMILES string: CN[C@H](N)[C@H](N)CO

CARTESIAN COORDINATES (ANGSTROEM)
C: 2.722 -0.571 -0.227
N: 1.335 -0.851 -0.541
C: 0.231 -0.035 0.433
N: -0.108 -0.821 1.565
C: -0.818 0.101 -0.611
N: -0.473 0.803 -1.809
C: -2.036 1.023 0.177
O: -2.793 0.267 1.091
H: 2.930 0.477 -0.462
H: 3.379 -1.188 -0.847
H: 2.997 -0.744 0.826
H: 1.141 -1.832 -0.356
H: 0.696 0.932 0.676
H: -1.082 -0.766 1.836
H: 0.504 -0.652 2.352
H: -1.283 -0.859 -0.839
H: 0.148 0.221 -2.362
H: 0.029 1.660 -1.596
H: -1.622 1.868 0.728
H: -2.652 1.401 -0.645
H: -3.245 -0.435 0.609

Atomic partial charges in e from the Löwdin method, atoms 1 to 6:
1. C -0.182
2. N -0.094
3. C -0.352
4. N 0.069
5. C -0.354
6. N 0.032